This record from OMol25 describes 14 unconnected molecules or ions with the total composition C35H87N10O18. The level of theory is wB97M-V/def2-TZVPD.

XYZ file:
```
150
Properties=species:S:1:pos:R:3:forces:R:3
C 11.5025 20.9481 -2.8513 -0.3 -0.7 -0.6
C 12.4751 21.3760 -3.9838 0.7 1.7 1.8
C 13.6791 22.1597 -3.4097 0.3 0.3 0.7
C 14.8626 22.2907 -4.3389 0.2 -2.3 0.1
C 15.3652 20.8565 -4.6295 0.2 1.4 0.5
C 14.3530 19.8835 -5.2112 2.6 0.7 -0.7
N 12.9845 20.1215 -4.6814 -2.5 -1.5 -0.9
O 12.1458 19.2684 -4.8854 2.0 1.5 0.3
C 14.8496 18.4997 -4.8274 -1.8 -0.5 0.2
C 14.4650 20.1292 -6.7310 -2.0 0.5 -1.3
C 11.8643 22.2992 -5.0492 -0.6 -1.7 -0.9
H 11.9566 20.4040 -2.0221 0.5 0.1 -0.2
H 10.7754 20.2400 -3.2479 -0.2 0.2 0.0
H 10.9297 21.7621 -2.4095 0.3 0.3 -0.3
H 13.9874 21.7282 -2.4547 0.1 -0.1 0.0
H 13.3809 23.1823 -3.1650 -0.7 -0.2 0.1
H 15.7447 22.6790 -3.8318 -0.4 0.9 -0.1
H 14.5870 22.7761 -5.2733 0.4 0.4 0.1
H 15.8050 20.4311 -3.7281 -0.2 0.2 0.1
H 16.1887 21.0228 -5.3241 0.0 -0.7 -0.2
H 15.8923 18.3806 -5.1103 -0.1 0.0 -0.1
H 14.1770 17.7749 -5.2895 0.5 -0.4 -0.2
H 14.7229 18.3528 -3.7532 0.3 0.0 0.1
H 15.4407 19.9357 -7.1607 0.2 -0.4 0.7
H 14.1946 21.1366 -7.0567 0.3 0.4 0.7
H 13.7250 19.6257 -7.3597 0.1 -0.8 0.4
H 11.1440 21.6914 -5.6029 0.0 0.1 -0.3
H 12.6507 22.6004 -5.7353 -0.3 0.3 -0.1
H 11.2701 23.1356 -4.6874 0.5 0.0 0.6
C 16.0793 19.7409 -0.9361 1.6 0.1 1.6
C 17.1436 18.9902 -1.7796 -0.4 -0.3 -0.1
O 18.4629 19.4338 -1.5565 -0.1 1.4 0.6
O 16.0981 21.1713 -0.9951 -0.4 0.3 -1.0
H 16.3194 19.5464 0.1155 0.1 -0.5 0.0
H 15.0418 19.4196 -1.0219 0.1 -0.1 -0.7
H 16.9209 19.0963 -2.8439 -0.1 -0.3 0.0
H 17.1596 17.9430 -1.4712 -0.9 -0.1 -0.3
H 19.1016 18.7473 -1.7812 0.0 -0.2 -0.1
H 16.9991 21.4949 -0.8954 0.2 -0.3 0.0
C 20.9191 17.3232 -3.7138 1.2 -0.5 1.3
C 20.3028 18.2553 -4.7006 -1.0 1.0 -0.8
O 18.9752 17.8513 -5.0840 0.1 -0.5 0.7
O 20.4909 17.5010 -2.3229 -0.6 -0.2 -1.0
H 21.9958 17.4482 -3.5728 0.2 0.5 -1.1
H 20.8426 16.2685 -3.9880 -0.6 0.0 -0.2
H 20.8630 18.3629 -5.6325 0.6 -0.5 0.2
H 20.2505 19.2866 -4.3415 0.1 -0.1 0.5
H 18.6151 18.5306 -5.6693 0.2 0.2 -0.1
H 20.9715 16.7971 -1.8787 -0.2 0.1 0.5
C 12.6365 15.7690 -3.2538 -1.1 -0.2 0.8
C 13.6042 15.7230 -2.0535 1.2 -0.2 -1.5
O 14.8426 16.3661 -2.3944 -0.3 0.0 -0.1
O 13.1838 15.2923 -4.4915 0.4 -0.2 0.7
H 12.1367 16.7008 -3.5135 0.4 0.4 0.8
H 11.8390 15.0964 -2.9134 -0.2 -0.1 -0.2
H 13.8892 14.6758 -1.9095 -0.5 -0.2 0.2
H 13.2675 16.1117 -1.0966 -0.5 0.3 -0.4
H 15.0761 15.8558 -3.1794 0.6 0.3 -0.1
H 12.3968 15.2269 -5.0383 0.3 -0.2 -0.4
C 13.9144 26.7999 -1.6118 0.0 0.3 0.6
C 14.0446 25.3740 -1.0839 0.6 0.0 -1.1
O 12.7689 24.8166 -0.7675 0.1 0.8 -0.2
O 15.1059 27.2642 -2.2103 0.2 -0.5 0.1
H 13.6676 27.4246 -0.7479 -0.4 0.2 -0.2
H 13.1272 26.8160 -2.3714 -0.3 0.0 0.2
H 14.7021 25.3315 -0.2159 0.1 0.0 -0.1
H 14.4623 24.8196 -1.9286 0.3 -0.4 0.3
H 12.1824 25.5758 -0.8537 -0.6 -0.3 0.3
H 15.0559 28.2203 -2.2886 0.0 0.0 0.0
O 16.8897 13.3899 -5.1922 0.2 0.3 -1.0
C 17.4113 14.4474 -5.5437 -1.6 -1.7 2.0
N 18.6302 14.7894 -5.0523 0.1 1.0 -0.6
C 16.6393 15.5068 -6.2849 0.9 0.2 -0.2
H 19.0170 14.1796 -4.3504 -0.2 0.0 0.0
H 18.6963 15.7928 -4.9252 0.7 0.0 0.0
H 16.2125 15.1279 -7.2112 0.2 0.0 0.0
H 17.3726 16.2975 -6.4489 -0.5 0.4 -0.5
H 15.8037 15.8581 -5.6809 0.1 -0.1 0.2
O 13.8718 24.8835 -6.4148 0.8 -1.3 -0.9
C 13.3180 25.9044 -6.0831 -0.2 0.0 -0.5
N 12.7731 25.9514 -4.8578 -0.9 1.0 1.2
C 13.1404 27.0419 -7.0691 -0.4 -0.1 0.4
H 12.3504 26.7684 -4.4485 -0.1 0.1 -0.5
H 12.6615 25.1192 -4.3023 0.5 -0.2 -0.3
H 12.1517 27.4803 -6.9255 0.1 0.3 0.0
H 13.1806 26.6145 -8.0686 0.1 -0.1 0.1
H 13.9341 27.7840 -6.9958 -0.1 0.1 0.2
O 12.3866 20.3834 1.3916 -0.2 0.3 0.5
C 12.3012 21.5398 0.9611 -1.1 -3.2 -0.7
N 13.3767 22.0600 0.3796 0.5 1.4 0.0
C 10.9713 22.2091 0.8065 -0.1 1.2 0.3
H 14.2386 21.5703 0.5696 0.1 0.2 -0.2
H 13.3788 23.0494 0.1770 0.2 -0.1 -0.2
H 10.7379 22.6716 1.7694 0.1 0.5 -0.1
H 10.0698 21.6336 0.6048 0.6 -0.8 -0.2
H 11.0635 22.9393 0.0014 -0.2 0.4 0.3
O 11.3386 17.8291 -1.6587 -0.4 0.0 -0.6
C 10.6683 17.4166 -0.7234 1.0 0.8 1.0
N 10.8224 17.9506 0.5042 -0.4 -0.4 -0.1
C 9.7065 16.2834 -0.7640 -0.9 -0.3 -0.9
H 10.2969 17.5574 1.2655 0.1 0.3 0.2
H 11.4467 18.7316 0.6401 0.1 0.2 0.3
H 10.1023 15.3896 -0.2836 0.1 0.0 0.0
H 9.4537 16.0766 -1.8040 0.2 -0.2 0.0
H 8.7586 16.5541 -0.2970 0.1 0.0 0.3
O 9.3334 27.3949 -6.3123 0.2 -0.3 -0.3
C 8.7966 26.2990 -6.3248 1.4 1.2 0.3
N 7.4510 26.1885 -6.1985 0.8 -1.1 -0.2
C 9.5677 24.9608 -6.2476 -2.1 0.2 -0.5
H 6.8932 27.0241 -6.1686 -0.2 -0.2 -0.1
H 7.1200 25.2433 -6.2875 -0.9 0.4 0.0
H 8.9712 24.2718 -6.8530 0.0 -0.4 0.3
H 9.3708 24.7493 -5.1953 0.7 -0.7 0.0
H 10.5783 24.8222 -6.6179 0.2 0.8 0.4
O 15.8676 18.6488 -9.3228 0.3 0.0 -0.2
C 15.2630 18.4175 -10.3616 0.3 1.9 1.3
N 15.7228 17.5902 -11.3143 -0.3 -0.3 -0.3
C 13.9988 19.1695 -10.7005 -1.1 -0.9 -0.2
H 16.6421 17.1989 -11.1823 -0.2 -0.3 0.1
H 15.0104 17.0704 -11.8014 0.4 0.0 -0.4
H 13.3036 18.3635 -10.9602 -0.3 0.3 -0.5
H 14.0991 19.8596 -11.5370 0.2 -0.3 -0.2
H 13.4818 19.7110 -9.9109 0.7 -0.1 0.5
O 18.7551 20.1531 -6.6864 -0.6 -0.3 0.6
C 18.6987 20.9351 -7.6196 2.2 -0.9 -0.1
N 17.7004 20.9662 -8.5076 -0.1 0.5 -0.1
C 19.9341 21.8021 -7.9415 -2.0 0.1 0.0
H 17.0758 20.1746 -8.5852 -0.2 0.1 -0.2
H 17.7948 21.6557 -9.2329 -0.4 -0.3 -0.3
H 20.3618 22.1149 -6.9935 0.1 0.3 -0.2
H 19.4653 22.5905 -8.5337 0.9 0.7 0.1
H 20.6546 21.2713 -8.5594 -0.1 -0.2 0.1
O 8.5466 20.9085 -1.3313 -0.5 0.1 0.1
C 7.5426 20.4870 -1.8844 0.9 -0.2 -0.5
N 6.7389 21.2983 -2.6187 -0.2 0.7 0.0
C 7.1425 19.0422 -1.8346 0.3 -0.1 -0.8
H 6.8571 22.2901 -2.4888 0.1 0.0 -0.2
H 6.0263 21.0007 -3.2613 0.0 -0.3 0.3
H 6.1669 19.0249 -1.3514 0.2 -0.7 0.4
H 7.9693 18.4500 -1.4505 -0.4 0.2 0.9
H 7.0452 18.5964 -2.8284 -0.4 0.4 -0.2
O 12.3704 22.0225 -7.9811 0.1 -0.2 -0.1
C 12.1753 22.5854 -9.0522 -0.8 -2.3 0.7
N 12.6473 23.7972 -9.2653 1.5 2.1 -0.3
C 11.3490 21.9350 -10.1284 -1.0 0.8 -0.2
H 13.4140 24.0800 -8.6652 -0.3 0.1 0.5
H 12.6103 24.3460 -10.1084 -0.4 -0.5 -0.3
H 11.1452 22.7507 -10.8238 -0.1 -0.6 -0.7
H 10.3820 21.5893 -9.7588 0.0 0.4 0.5
H 11.7234 21.0153 -10.5722 0.7 0.4 -0.2
```
Forces are in eV/Å.

Values from the calculation:
HOMO energy = -10.38 eV
HOMO-LUMO gap = 5.91 eV
E_tot = -3287.46143 a.u.
E_LUMO = -4.469 eV
charge = +1